Formula: C3H7N
Source: the Open Molecules 2025 dataset
Level of theory: wB97M-V/def2-TZVPD

Atoms and positions in Å:
C 0.8836 1.0963 -1.0129
C 0.3586 -0.1938 -0.4188
C -0.5523 -0.2011 0.5557
N -1.0839 -1.2741 1.2257
H 0.7758 1.1465 -2.0910
H 0.4058 1.9494 -0.5201
H 1.9447 1.1869 -0.7471
H 0.7503 -1.1270 -0.8185
H -0.9170 0.7706 0.8669
H -1.8285 -1.1514 1.8798
H -0.7370 -2.2024 1.0802

The max |F| is 1.1 eV/A. Its structure (SMILES) is C/C=C/N. The calculation puts the calculated total energy at -4713.9749 eV. The value obtained for the HOMO energy is -7.7 eV. The orbital gap comes out at 8.9 eV.

And the natural (NBO) charges, in e, turn out to be: -0.618 -0.309 0.005 -0.827 0.206 0.202 0.203 0.185 0.180 0.388 0.385